No. 1
The following is a quantum chemistry calculation of a 3-piece molecular cluster, C3H14NO2 overall in a non-equilibrium geometry, from the Open Molecules 2025 dataset.

Last column: Mulliken charge in e.
Geometry (Å):
H -0.090 -1.404 -0.258  0.1238
H -1.558 -2.075 -2.697  0.3651
H -1.369 -3.158 1.224  0.4363
C 0.428 3.019 0.263  -1.2157
H 0.219 -0.852 1.234  0.6579
O -1.346 -1.446 -1.988  -0.9171
H -2.199 -1.009 -1.950  0.3533
H 2.014 0.907 0.370  0.5023
H -1.056 1.298 -0.126  0.1581
H -0.248 -4.107 1.027  0.3886
H -0.352 3.663 0.509  0.3665
C -0.010 1.601 0.458  -0.4104
H 1.234 0.671 -1.149  0.3016
H 1.275 3.121 0.951  0.3276
O -0.548 -3.269 0.718  -0.9491
H -0.328 1.415 1.592  0.3197
C 1.061 0.613 -0.105  -0.8765
H 0.789 3.458 -0.687  0.3304
N 0.669 -0.851 0.303  -1.1252
H 1.415 -1.595 0.311  0.8631

Calculated values
spin multiplicity: 2
expectation value of S²: 0.750
HOMO-LUMO gap (spin up / spin down): 3.646 / 11.870 eV
LUMO level (spin up / spin down): 0.833 / 0.549 eV


No. 2
The following is a quantum chemistry calculation of a 3-piece molecular cluster, C3H14NO2 overall in a non-equilibrium geometry, from the Open Molecules 2025 dataset.

Last column: Mulliken charge in e.
Geometry (Å):
H -0.662 -0.147 0.751  0.4221
H -0.649 3.150 -0.827  0.3361
H -1.741 2.364 0.192  0.3435
O -1.466 -1.206 2.084  -0.6193
C -0.933 2.147 -0.515  -1.1207
O 0.805 -1.186 -2.566  -0.6056
H -1.999 -0.653 2.665  0.2957
H 1.548 -1.787 -2.566  0.2937
H 0.564 -1.066 -3.490  0.3012
H -1.411 1.537 -1.272  0.3272
H 1.219 1.809 -0.212  0.4035
H -0.034 -0.293 -0.792  0.3306
H 1.413 -0.340 1.718  0.3884
C 1.339 -0.761 0.710  -0.9107
H 2.254 -0.454 0.170  0.3262
H -1.602 -2.146 2.136  0.2811
H 0.197 1.841 1.247  0.3598
H 0.997 -1.797 0.692  0.3311
N 0.175 0.004 0.168  -0.0410
C 0.256 1.477 0.196  -0.4427

Calculated values
spin multiplicity: 1
charge: +1
HOMO-LUMO gap: 12.871 eV
LUMO level: -2.819 eV


No. 3
The following is a quantum chemistry calculation of a 3-piece molecular cluster, C3H14NO2 overall in a non-equilibrium geometry, from the Open Molecules 2025 dataset.

Last column: Mulliken charge in e.
Geometry (Å):
H -2.453 -0.090 2.127  0.3706
H 0.849 3.497 -3.754  0.3263
H 1.000 -1.049 0.044  0.3377
H 0.329 2.594 -2.608  0.2907
H -0.813 0.796 0.529  0.2708
H 0.448 -1.132 2.566  0.4065
C 0.251 -0.121 2.239  -1.3893
H -0.364 -1.985 -0.057  0.3459
O 0.997 2.667 -3.292  -0.6202
H 2.384 -0.989 -2.578  0.3109
H 1.209 0.345 2.003  0.4057
O 1.951 -0.362 -1.994  -0.6338
C -1.999 -0.820 1.445  -1.3761
H -2.754 -0.870 0.674  0.4265
H -0.188 0.494 3.023  0.3954
H -0.142 -0.563 -0.950  0.3376
H -1.857 -1.746 1.989  0.3993
N -0.024 -1.027 -0.048  -0.3387
H 1.874 0.496 -2.427  0.3414
C -0.699 -0.135 1.069  0.3928

Calculated values
spin multiplicity: 1
charge: +1
HOMO-LUMO gap: 11.575 eV
LUMO level: -3.254 eV


No. 4
The following is a quantum chemistry calculation of a 3-piece molecular cluster, C3H14NO2 overall in a non-equilibrium geometry, from the Open Molecules 2025 dataset.

Last column: Mulliken charge in e.
Geometry (Å):
H 1.117 -2.087 0.738  0.4351
H -1.671 2.371 -1.104  0.3300
H -1.129 0.341 2.528  0.4071
O -0.733 2.163 -0.935  -0.6702
H -0.325 1.067 1.091  0.3501
C 2.230 0.326 1.526  -1.1987
H -3.590 -2.711 -5.958  0.4542
H 0.873 -0.728 -0.352  0.3678
H 2.920 -0.203 0.997  0.4199
C 0.536 -1.206 0.590  -1.2515
H -2.745 -1.545 -6.408  0.4375
N -0.191 0.793 2.118  -0.3378
H -0.059 1.407 2.897  0.3316
H -0.527 -1.482 0.707  0.3751
C 0.867 -0.270 1.877  0.1262
O -3.038 -2.023 -5.711  0.0601
H 1.947 1.351 1.053  0.3056
H -0.265 2.980 -0.975  0.3372
H 2.854 0.395 2.495  0.3348
H 0.928 -0.940 2.825  0.3861

Calculated values
spin multiplicity: 2
expectation value of S²: 0.753
charge: +2
HOMO-LUMO gap (spin up / spin down): 10.514 / 1.685 eV
LUMO level (spin up / spin down): -6.908 / -15.468 eV


No. 5
The following is a quantum chemistry calculation of a 4-piece molecular cluster, C3H14NO3 overall in a non-equilibrium geometry, from the Open Molecules 2025 dataset.

Last column: Mulliken charge in e.
Geometry (Å):
H 0.877 2.116 -1.598  0.2777
H 0.227 -1.655 -0.978  0.2993
H -2.146 1.344 1.090  0.2951
O 0.390 1.304 -1.427  -0.6708
O 0.699 0.871 3.021  -0.6238
H 0.115 -0.232 -4.484  0.3403
H 0.245 1.623 3.418  0.3150
H 1.383 -0.773 0.870  0.2777
H 0.041 -2.949 0.229  0.3468
C -0.246 -1.934 -0.044  -0.9974
H 0.394 0.788 -2.268  0.3679
H -1.325 -1.984 -0.033  0.3502
H 0.372 -1.359 2.078  0.4732
O 0.717 0.294 -3.942  -0.7021
H -2.136 -0.265 2.042  0.3101
N -0.482 0.207 0.960  0.2911
H 0.687 1.154 -4.382  0.3318
H -0.105 0.748 0.172  0.2420
C 0.341 -1.023 1.053  -0.5643
C -1.595 0.501 1.486  -0.2793
H 1.550 1.224 2.736  0.3194

Calculated values
spin multiplicity: 1
charge: +1
HOMO-LUMO gap: 11.098 eV
LUMO level: -4.026 eV


No. 6
The following is a quantum chemistry calculation of a 3-piece molecular cluster, C3H14NO3 overall in a non-equilibrium geometry, from the Open Molecules 2025 dataset.

Last column: Mulliken charge in e.
Geometry (Å):
O 1.478 -1.474 0.753  -0.5148
H 1.101 1.177 -0.659  0.2971
H -0.258 1.038 -1.681  0.3900
H -0.206 0.553 1.110  0.3473
C 0.843 -0.838 -1.453  -0.4533
H 0.163 -1.682 -1.507  0.2656
H 0.688 3.037 1.672  0.3125
H -3.846 -0.194 -0.586  0.3190
H 1.312 -0.658 -2.423  0.2980
O -3.253 -0.346 0.166  -0.6241
C 0.318 0.482 -0.943  -0.6428
H -1.476 0.850 0.182  0.4049
H -3.873 -0.400 0.909  0.3127
H 2.455 -2.220 -0.863  0.3852
H -1.033 -0.643 0.264  0.3553
O -0.062 2.482 1.921  -0.6305
H 1.700 -2.327 1.139  0.2996
N -0.622 0.286 0.212  -0.2482
C 2.014 -1.276 -0.576  -0.4739
H 2.808 -0.534 -0.485  0.2905
H -0.252 2.688 2.846  0.3099

Calculated values
spin multiplicity: 1
charge: +1
HOMO-LUMO gap: 11.305 eV
LUMO level: -2.782 eV


No. 7
The following is a quantum chemistry calculation of a 3-piece molecular cluster, C3H14NO3 overall in a non-equilibrium geometry, from the Open Molecules 2025 dataset.

Last column: Mulliken charge in e.
Geometry (Å):
N -0.391 -0.927 1.198  -0.3096
H 0.345 0.164 -0.527  0.0035
O 0.630 0.032 -3.249  -0.6562
O -1.577 1.372 1.057  -0.5452
H 0.003 -1.474 1.964  0.3974
H 2.707 0.199 0.383  0.3672
C -0.168 1.468 1.192  -0.7970
H -2.271 -1.432 -2.200  0.3061
H 0.068 1.439 2.267  0.3817
H -1.885 1.795 0.249  0.3278
H -1.210 -0.543 1.681  0.3906
H -0.735 -1.613 0.520  0.2705
H 0.257 -0.843 -3.216  0.3188
H 0.191 2.440 0.845  0.4514
O -1.617 -1.413 -1.500  -0.6186
H -0.919 -0.759 -1.596  0.2586
H 2.046 -1.091 1.179  0.4051
H 0.101 0.502 -3.891  0.3362
C 0.477 0.218 0.552  0.8548
C 1.876 -0.008 1.065  -1.4535
H 2.072 0.472 2.027  0.3103

Calculated values
spin multiplicity: 1
charge: +1
HOMO-LUMO gap: 12.129 eV
LUMO level: -3.044 eV


No. 8
The following is a quantum chemistry calculation of a 4-piece molecular cluster, C3H14NO3 overall in a non-equilibrium geometry, from the Open Molecules 2025 dataset.

Last column: Mulliken charge in e.
Geometry (Å):
N 0.566 -1.189 -0.034  0.0427
H -1.458 2.860 -1.628  0.3435
O -1.129 1.038 0.780  -0.6267
C 1.627 -1.822 0.252  -0.2244
H -2.553 2.804 -0.557  0.3515
H 1.564 3.576 0.670  0.3180
H 1.819 -2.899 0.323  0.3000
H -1.277 -1.817 0.578  0.3056
H 2.553 -1.313 0.500  0.2838
H -1.227 1.919 0.304  0.4033
H -1.330 -1.568 -1.067  0.3817
H 0.501 -3.802 -1.096  0.4085
O -1.662 3.119 -0.730  -0.7093
H -1.730 1.241 1.513  0.2744
C -0.436 -3.458 -0.618  -1.4410
H -1.194 -3.926 -1.237  0.3088
C -0.677 -2.010 -0.319  -0.1159
H -0.423 -4.018 0.333  0.4073
O 2.102 2.777 0.646  -0.6230
H 2.928 3.188 0.363  0.3136
H 0.588 -0.237 -0.394  0.2975

Calculated values
spin multiplicity: 1
charge: +1
HOMO-LUMO gap: 9.789 eV
LUMO level: -4.562 eV